[1]
Here is an isolated molecule of C3H9IN2OS at a distorted geometry from OMol25. Energies are from ωB97M-V with the def2-TZVPD basis set.

Each line ends with the Mulliken charge.
Positions of all 17 atoms, in Å:
1 C -0.89563 1.65062 1.77088  -0.9047
2 C -0.13179 -0.58479 0.77091  -0.7985
3 C 1.68982 -0.86740 -1.02426  -0.8469
4 N 0.11310 0.86505 1.04514  -0.3856
5 N 0.33038 -1.01451 -0.55478  0.0501
6 O -0.25980 -1.56335 -2.90987  -0.4779
7 S -0.82313 -1.43503 -1.61321  0.4328
8 I -2.32372 0.61295 -1.73184  -0.1929
9 H -0.63424 2.66194 1.50191  0.3380
10 H -0.82782 1.51732 2.78874  0.3316
11 H -1.85269 1.51274 1.33396  0.3297
12 H -1.11966 -0.90644 0.75981  0.4826
13 H 0.43522 -1.31547 1.44172  0.3496
14 H 0.17653 1.27693 0.02133  0.3203
15 H 2.18242 -0.04904 -0.55950  0.3856
16 H 2.27447 -1.76896 -0.87573  0.2807
17 H 1.66654 -0.59256 -2.16521  0.3054

Forces on atoms 1 to 3 (eV/Å):
1.042 0.113 -2.949
2.885 -0.553 0.525
-0.040 0.611 -2.612

Computed properties:
Highest occupied orbital energy in eV: -8.86
Multiplicity: 1
ΔE to the lowest compared entry with this formula, charge and spin in eV: 0.000
LUMO in eV: -0.41
Kohn-Sham gap in eV: 8.448

[2]
Here is a structure of composition C11H22INO3Ti at a distorted geometry from OMol25. Energies are from ωB97M-V with the def2-TZVPD basis set.

Each line ends with the Mulliken charge.
Positions of all 39 atoms, in Å:
1 C 3.83398 -1.13881 0.42432  -1.1120
2 C 2.30142 -0.61294 0.50051  0.1111
3 O 1.44218 -1.49988 -0.30209  -0.4629
4 C 0.26381 -0.70796 -0.58684  0.5077
5 C 0.52683 0.05366 -1.98670  -0.7316
6 O -0.59205 0.82915 -2.51556  -0.5314
7 C -1.24205 1.65907 -1.50290  -0.2655
8 C -0.29893 2.69676 -0.74649  -0.1824
9 C -1.01733 3.23129 0.61295  -0.6930
10 C -0.83128 2.15112 1.81242  -0.6824
11 I -3.14855 3.60692 0.38922  0.0736
12 N -1.02366 -1.47502 -0.57873  0.5141
13 C -0.97386 -2.71695 -1.41691  -0.9039
14 C -1.55057 -1.71180 0.77399  0.3476
15 C -0.72394 -2.14494 2.05808  -0.8234
16 O -2.78649 -1.51184 0.92497  -0.5178
17 H 4.39361 -0.61903 -0.41623  0.2910
18 H 4.28879 -0.86787 1.44345  0.3226
19 H 3.80874 -2.27461 0.33259  0.3067
20 H 1.93515 -0.52699 1.58402  0.2712
21 H 2.32550 0.45540 0.09183  0.0193
22 H 0.18307 0.05998 0.27061  -0.1654
23 H 1.41631 0.78171 -1.91528  0.3025
24 H 0.84084 -0.73365 -2.76577  0.4171
25 H -2.02323 2.29904 -2.07276  0.4901
26 H -1.88902 1.04413 -0.71344  0.4054
27 H -0.06827 3.64347 -1.35902  0.3638
28 H 0.70655 2.28839 -0.41025  0.0100
29 H -0.52755 4.18697 0.97981  0.5594
30 H -1.61887 1.31838 1.76557  0.1442
31 H 0.19188 1.65039 1.78839  0.1684
32 H -0.96501 2.64362 2.84394  0.3904
33 H -0.04896 -3.35920 -1.27073  0.2752
34 H -1.88238 -3.36065 -1.12378  0.3723
35 H -1.13682 -2.45553 -2.52768  0.3115
36 H -1.09236 -3.17150 2.38017  0.3746
37 H -0.96608 -1.37412 2.87588  0.2586
38 H 0.39804 -2.21913 1.90669  0.2032
39 Ti -2.44940 -0.11705 -1.54822  0.2596

Forces on atoms 1 to 3 (eV/Å):
-1.282 0.208 1.027
2.089 0.121 0.065
-0.799 2.095 0.430

Computed properties:
Highest occupied orbital energy (alpha / beta) in eV: -10.04 / -9.39
Charge: +1
Multiplicity: 2
LUMO (alpha / beta) in eV: -3.24 / -3.11
⟨S²⟩: 0.787
Kohn-Sham gap (alpha / beta) in eV: 6.800 / 6.281

[3]
Here is the ion C23H46F4P with charge +1 from OMol25. Energies are from ωB97M-V with the def2-TZVPD basis set.

Each line ends with the Mulliken charge.
Positions of all 74 atoms, in Å:
1 C 5.22950 -4.87688 2.02832  -1.1800
2 C 5.45993 -4.25197 0.64532  -0.5663
3 C 4.66013 -2.96774 0.39178  -0.1730
4 C 4.75968 -1.90672 1.50817  -0.6880
5 C 5.45208 -0.61284 1.07260  -1.0079
6 C 4.70330 0.16448 -0.03086  -0.0267
7 C 5.38568 0.17372 -1.40861  -0.6844
8 C 5.14806 1.44521 -2.24776  -1.0145
9 C 3.73816 2.06175 -2.13940  -0.4755
10 C 3.66786 3.44832 -1.47071  -0.9635
11 C 2.55406 3.57275 -0.43178  -0.9103
12 C 1.14383 3.57005 -1.03064  -0.4981
13 C 0.11357 4.27432 -0.13582  -0.8735
14 C -1.35057 3.84687 -0.37162  -0.9234
15 C -2.08688 3.30656 0.87103  -0.6110
16 C -2.23612 1.77762 0.90088  -0.6154
17 C -3.39140 1.26393 1.78195  -1.1199
18 C -4.17392 0.08752 1.18058  -0.2649
19 C -5.64220 0.07009 1.60401  -0.7076
20 C -6.59032 -0.85609 0.79277  -0.8192
21 P -5.84420 -2.29732 0.03326  0.0714
22 C -5.86743 -2.22226 -1.80045  0.2842
23 C -7.25960 -2.12562 -2.40796  -1.2197
24 F -5.20478 -3.37158 -2.20992  -0.2947
25 C -6.70913 -3.88739 0.59395  0.8840
26 F -5.79063 -4.78228 0.88226  -0.2040
27 F -7.51293 -4.34745 -0.35079  -0.2052
28 F -7.44293 -3.62848 1.67125  -0.2313
29 H 5.92409 -4.48911 2.77508  0.3246
30 H 4.21090 -4.68697 2.37628  0.2953
31 H 5.36586 -5.95919 1.98874  0.3693
32 H 5.17849 -4.98382 -0.11941  0.3893
33 H 6.52756 -4.06053 0.49806  0.2575
34 H 5.01575 -2.52221 -0.54185  0.0073
35 H 3.61457 -3.24560 0.22715  0.3073
36 H 3.75805 -1.65353 1.87606  0.2674
37 H 5.29758 -2.31426 2.36842  0.4251
38 H 5.56070 0.02485 1.95456  0.3341
39 H 6.46713 -0.84960 0.73716  0.3852
40 H 3.70723 -0.28511 -0.13271  0.3129
41 H 4.53564 1.19453 0.29389  0.1060
42 H 5.08296 -0.70635 -1.98575  0.2969
43 H 6.46542 0.06861 -1.25309  0.3598
44 H 5.34571 1.20174 -3.29611  0.2893
45 H 5.90091 2.19008 -1.97070  0.4195
46 H 3.07174 1.37778 -1.60836  0.2490
47 H 3.33240 2.14735 -3.15283  0.4525
48 H 4.62716 3.69206 -1.00303  0.4229
49 H 3.50021 4.21690 -2.23391  0.4956
50 H 2.70313 4.49790 0.13947  0.4895
51 H 2.63431 2.74990 0.28749  0.2674
52 H 0.80968 2.53884 -1.19250  0.3837
53 H 1.17195 4.05687 -2.01045  0.2727
54 H 0.19771 5.35300 -0.30099  0.3055
55 H 0.38283 4.10935 0.91255  0.4842
56 H -1.37101 3.08243 -1.15525  0.4497
57 H -1.91862 4.69436 -0.76197  0.4381
58 H -1.55260 3.63103 1.76827  0.2917
59 H -3.08736 3.74979 0.93046  0.4811
60 H -2.38567 1.43254 -0.12789  0.3740
61 H -1.30245 1.33284 1.25482  0.2210
62 H -4.08431 2.08792 1.98089  0.5126
63 H -2.99883 0.94766 2.75311  0.4207
64 H -3.69335 -0.84540 1.49878  0.2912
65 H -4.09927 0.12245 0.08347  0.2533
66 H -5.72567 -0.17128 2.66636  0.2582
67 H -6.04550 1.07946 1.48373  0.4118
68 H -7.39080 -1.23679 1.43345  0.5849
69 H -7.07467 -0.29164 -0.01011  0.4922
70 H -4.52635 -2.49674 0.42547  0.1099
71 H -5.23989 -1.36491 -2.06805  0.3891
72 H -7.63821 -3.13539 -2.56038  0.3842
73 H -7.20221 -1.62589 -3.37484  0.3355
74 H -7.96576 -1.58445 -1.77535  0.3690

Forces on atoms 1 to 3 (eV/Å):
0.007 -0.042 -0.151
-0.023 -0.070 -0.007
0.090 0.035 0.084

Computed properties:
Highest occupied orbital energy in eV: -11.91
Charge: +1
Multiplicity: 1
LUMO in eV: -3.21
Kohn-Sham gap in eV: 8.695

[4]
Here is a structure of composition C20H28ClGaO2SeSi at a distorted geometry from OMol25. Energies are from ωB97M-V with the def2-TZVPD basis set.

Each line ends with the Mulliken charge.
Positions of all 54 atoms, in Å:
1 Ga 0.13843 -0.09437 0.50543  -0.0866
2 C 1.10448 -3.02920 0.91319  0.7776
3 C 2.35754 -2.40474 0.54042  0.3135
4 C 2.42617 -1.22117 1.19831  -0.4301
5 C 1.17564 -1.01142 1.98331  3.6353
6 C 0.44336 -2.26989 1.81846  -0.3025
7 C -0.89275 -2.64216 2.48636  -1.9072
8 C 1.36405 -0.29403 3.31666  -1.9780
9 C 3.68617 -0.36804 1.34807  -1.8169
10 C 3.37812 -3.03273 -0.36015  -1.4145
11 C 0.62432 -4.27483 0.27648  -1.9814
12 H -1.67240 -2.88817 1.69299  0.3346
13 H -1.25487 -1.90411 3.21125  0.2543
14 H -0.78095 -3.54504 3.04707  0.5484
15 H 0.47020 0.11219 3.82067  0.3606
16 H 1.98262 0.56485 3.05857  0.4997
17 H 1.95004 -0.94356 3.96874  0.3887
18 H 4.52711 -0.63967 0.72262  0.4879
19 H 4.02192 -0.44379 2.40720  0.3317
20 H 3.52496 0.71139 1.17700  0.2259
21 H 3.48989 -4.11718 -0.14122  0.3459
22 H 4.37293 -2.61177 -0.20525  0.4490
23 H 3.02485 -2.97863 -1.47488  0.1250
24 H 0.67541 -4.20740 -0.77442  0.3458
25 H -0.40687 -4.37932 0.59678  0.4378
26 H 1.16382 -5.16253 0.58173  0.3724
27 Cl -3.83703 5.90166 0.70689  -0.2204
28 C -2.64337 4.59081 0.68991  0.0794
29 C -1.35827 4.84893 0.21422  -0.6239
30 C -0.39463 3.87883 0.26578  -0.5760
31 C -0.61979 2.61839 0.78671  0.3060
32 O 0.33817 1.69787 0.81479  -0.2700
33 C -1.94627 2.33461 1.23674  1.0859
34 C -2.43604 1.00298 1.41279  -0.2876
35 O -1.90197 -0.03604 1.05858  -0.3808
36 C -2.91659 3.34799 1.23292  -0.9903
37 H -1.16073 5.77239 -0.28200  0.4529
38 H 0.59578 4.11991 0.06482  0.5974
39 H -3.46765 0.91819 1.74369  0.3407
40 H -3.87739 3.06709 1.55464  0.4608
41 C -2.64119 0.95942 -2.57296  -0.8648
42 Si -0.94451 0.33943 -3.07846  0.3097
43 C -0.97125 -0.64770 -4.62387  -1.0813
44 C 0.08838 1.88424 -3.18654  -0.7977
45 Se 0.35547 -0.94629 -1.65104  -0.2873
46 H -3.07995 1.35079 -3.49869  0.3681
47 H -2.56494 1.82793 -1.88567  0.1376
48 H -3.33636 0.23351 -2.09471  0.3101
49 H -1.71077 -0.34293 -5.41798  0.3212
50 H -1.14877 -1.71984 -4.49210  0.3347
51 H 0.05835 -0.51863 -5.02810  0.2731
52 H -0.48582 2.59618 -3.82881  0.3352
53 H 1.02573 1.67387 -3.71214  0.3225
54 H 0.08725 2.32169 -2.14474  0.0278

Forces on atoms 1 to 3 (eV/Å):
0.056 -0.857 0.110
0.903 -0.346 -0.576
-0.291 -0.306 0.353

Computed properties:
Highest occupied orbital energy in eV: -7.33
Multiplicity: 1
ΔE to the lowest compared entry with this formula, charge and spin in eV: 0.000
LUMO in eV: -0.86
Kohn-Sham gap in eV: 6.467

Number 1: energy -1000.270129 hartree. Number 2: energy -1859.494121 hartree. Number 3: energy -1644.482454 hartree. Number 4: energy -6005.366049 hartree.